Record 1
Below is a molecular structure, C23H22F7N4O7PV at a distorted geometry, with properties calculated with ωB97M-V/def2-TZVPD.

## Properties
net charge = +3
electronic energy = -98482.9359 eV

Cartesian coordinates (Å):
V 0.224 -3.014 1.880
O -2.401 -6.017 2.991
C -1.415 -5.207 2.839
O -1.435 -4.198 2.119
C -0.152 -5.488 3.555
C 0.182 -6.535 4.388
C 1.489 -6.575 4.882
C 2.409 -5.598 4.520
C 1.971 -4.589 3.677
N 0.732 -4.544 3.237
C 2.767 -3.466 3.093
O 3.906 -3.208 3.191
O 1.897 -2.681 2.307
H -3.178 -5.770 2.452
H -0.545 -7.296 4.638
H 1.789 -7.381 5.539
H 3.434 -5.614 4.866
C -2.570 4.106 0.935
C -1.223 3.790 1.559
N -0.814 2.379 1.313
C -1.053 1.491 2.265
C -0.734 0.145 2.150
C -1.061 -0.740 3.281
O -1.613 -0.453 4.285
O -0.610 -2.040 3.067
C -0.136 -0.295 0.973
O 0.206 -1.545 0.779
C 0.104 0.636 -0.070
C 0.681 0.236 -1.289
C 0.915 1.150 -2.260
F 1.504 0.727 -3.383
C 0.597 2.537 -2.124
C 0.002 2.913 -0.919
C -0.237 1.992 0.105
N 0.860 3.447 -3.124
C 1.288 3.059 -4.481
C 1.288 4.270 -5.406
N 0.078 5.117 -5.131
C 0.108 5.699 -3.726
C 1.042 4.866 -2.854
H -2.822 5.147 1.133
H -3.354 3.485 1.370
H -2.573 3.949 -0.143
H -1.254 3.914 2.639
H -0.420 4.430 1.199
H -1.516 1.853 3.174
H 0.959 -0.796 -1.457
H -0.307 3.935 -0.779
H 0.603 2.308 -4.874
H 2.293 2.636 -4.501
H 1.258 3.950 -6.445
H 2.155 4.914 -5.272
H -0.763 4.550 -5.253
H 0.014 5.869 -5.819
H -0.916 5.688 -3.360
H 0.448 6.730 -3.801
H 0.848 5.107 -1.815
H 2.084 5.145 -3.031
F 0.493 -4.162 0.534
P -1.220 -4.180 -1.588
F -0.220 -5.233 -2.142
F -1.839 -5.304 -0.674
F -1.785 -3.131 -0.525
F -2.265 -4.058 -2.689
F -0.192 -3.052 -2.001

Quick look at the Löwdin charges, all values in e: number 1, V, carries 1.284; number 2, O, carries 0.270; number 3, C, carries -0.362; number 4, O, carries 0.029; number 5, C, carries -0.107; number 6, C, carries 0.100; number 7, C, carries 0.057; number 8, C, carries 0.101; number 9, C, carries -0.110; number 10, N, carries 0.085; number 11, C, carries -0.366; number 12, O, carries 0.270; number 13, O, carries -0.083; number 14, H, carries 0.191; number 15, H, carries 0.152; number 16, H, carries 0.144; number 17, H, carries 0.154; number 18, C, carries -0.041; number 19, C, carries -0.146; number 20, N, carries 0.019; number 21, C, carries 0.090; number 22, C, carries -0.001; number 23, C, carries -0.404; number 24, O, carries 0.227; number 25, O, carries -0.096; number 26, C, carries -0.173; number 27, O, carries -0.091; number 28, C, carries -0.036; number 29, C, carries 0.116; number 30, C, carries -0.163; number 31, F, carries 0.104; number 32, C, carries -0.099; number 33, C, carries 0.070; number 34, C, carries -0.087; number 35, N, carries -0.052; number 36, C, carries -0.103; number 37, C, carries -0.073; number 38, N, carries 0.084; number 39, C, carries -0.050; number 40, C, carries -0.115; number 41, H, carries 0.098; number 42, H, carries 0.094; number 43, H, carries 0.075; number 44, H, carries 0.135; number 45, H, carries 0.126; number 46, H, carries 0.172; number 47, H, carries 0.142; number 48, H, carries 0.098; number 49, H, carries 0.140; number 50, H, carries 0.145; number 51, H, carries 0.152; number 52, H, carries 0.144; number 53, H, carries 0.189; number 54, H, carries 0.193; number 55, H, carries 0.140; number 56, H, carries 0.147; number 57, H, carries 0.126; number 58, H, carries 0.145; number 59, F, carries -0.273; number 60, P, carries 0.327; number 61, F, carries -0.038; number 62, F, carries -0.076; number 63, F, carries -0.117; number 64, F, carries 0.017; number 65, F, carries -0.087

***

Record 2
Below is a molecular structure, C16H32LiN2O10 at a distorted geometry, with properties calculated with ωB97M-V/def2-TZVPD.

## Properties
net charge = +1
electronic energy = -40756.3899 eV

Cartesian coordinates (Å):
C 1.453 -4.883 1.311
C 0.364 -4.126 0.773
N 0.204 -2.727 1.196
C -0.090 -2.655 2.632
C 1.478 -1.895 1.109
C 2.104 -1.838 -0.352
C -0.890 -1.981 0.413
C -2.284 -2.321 0.719
O -3.173 -1.619 -0.281
C -3.765 -2.612 -1.069
H 2.350 -4.368 0.869
H 1.432 -5.813 0.841
H 1.369 -5.029 2.406
H -0.683 -4.540 0.929
H 0.379 -3.959 -0.410
H -0.296 -1.756 3.127
H 0.563 -3.214 3.213
H -1.283 -2.932 2.831
H 2.361 -2.064 1.654
H 1.211 -0.967 1.552
H 3.168 -1.599 -0.317
H 1.387 -1.084 -0.962
H 2.015 -2.702 -0.778
H -0.660 -2.185 -0.576
H -0.831 -0.964 0.568
H -2.403 -1.891 1.685
H -2.615 -3.449 0.754
H -3.062 -3.290 -1.312
H -4.232 -2.415 -1.928
H -4.516 -3.015 -0.411
Li -3.620 0.540 -0.798
N -1.539 0.602 -1.895
O -1.690 1.192 -0.741
O -0.517 -0.098 -1.953
O -2.592 0.403 -2.555
C -1.281 3.954 -2.943
C 0.065 3.927 -2.193
C 0.996 2.843 -2.805
O 2.149 3.544 -3.136
C 1.928 4.893 -2.858
O 2.747 5.780 -2.897
O 0.712 5.118 -2.397
H -1.991 3.344 -2.388
H -1.137 3.770 -3.994
H -1.875 4.901 -2.800
H -0.253 3.705 -1.173
H 0.417 2.409 -3.733
H 0.914 2.124 -1.931
C -0.351 2.529 1.718
C 1.067 3.091 1.886
C 1.925 2.133 2.802
O 2.589 1.258 1.852
C 2.478 1.728 0.586
O 3.080 1.346 -0.360
O 1.642 2.930 0.651
H -0.941 3.184 0.958
H -0.838 2.614 2.805
H -0.392 1.668 1.313
H 1.085 4.118 2.073
H 1.503 1.451 3.481
H 2.676 2.903 3.250

Quick look at the Löwdin charges, all values in e: number 1, C, carries -0.046; number 2, C, carries -0.227; number 3, N, carries -0.244; number 4, C, carries -0.006; number 5, C, carries -0.134; number 6, C, carries -0.001; number 7, C, carries -0.097; number 8, C, carries -0.133; number 9, O, carries -0.210; number 10, C, carries -0.080; number 11, H, carries 0.119; number 12, H, carries 0.082; number 13, H, carries 0.113; number 14, H, carries 0.152; number 15, H, carries 0.184; number 16, H, carries 0.092; number 17, H, carries 0.084; number 18, H, carries 0.170; number 19, H, carries 0.120; number 20, H, carries 0.098; number 21, H, carries 0.101; number 22, H, carries 0.126; number 23, H, carries -0.012; number 24, H, carries 0.108; number 25, H, carries 0.109; number 26, H, carries 0.104; number 27, H, carries 0.170; number 28, H, carries 0.066; number 29, H, carries 0.068; number 30, H, carries 0.111; number 31, Li, carries 0.785; number 32, N, carries -0.522; number 33, O, carries -0.163; number 34, O, carries 0.003; number 35, O, carries -0.067; number 36, C, carries -0.023; number 37, C, carries -0.356; number 38, C, carries -0.132; number 39, O, carries 0.081; number 40, C, carries -0.507; number 41, O, carries 0.156; number 42, O, carries 0.118; number 43, H, carries 0.056; number 44, H, carries 0.082; number 45, H, carries 0.105; number 46, H, carries 0.117; number 47, H, carries 0.159; number 48, H, carries 0.116; number 49, C, carries -0.022; number 50, C, carries -0.337; number 51, C, carries -0.042; number 52, O, carries 0.026; number 53, C, carries -0.457; number 54, O, carries 0.186; number 55, O, carries 0.024; number 56, H, carries 0.113; number 57, H, carries 0.139; number 58, H, carries -0.036; number 59, H, carries 0.139; number 60, H, carries 0.107; number 61, H, carries 0.167

***

Record 3
Below is a molecular structure, C2H5O4Tl at a distorted geometry, with properties calculated with ωB97M-V/def2-TZVPD.

## Properties
electronic energy = -15030.2060 eV

Cartesian coordinates (Å):
Tl 9.437 -8.729 14.301
C 11.002 -7.421 9.610
C 10.694 -7.948 11.013
O 11.583 -8.340 11.746
O 9.502 -7.936 11.460
H 10.510 -6.474 9.385
H 10.719 -8.159 8.860
H 12.069 -7.203 9.553
O 7.345 -9.015 16.174
H 6.399 -8.774 16.136
O 12.404 -8.799 14.761
H 11.935 -9.632 14.961

Quick look at the Löwdin charges, all values in e: number 1, Tl, carries 1.290; number 2, C, carries 0.015; number 3, C, carries -0.726; number 4, O, carries -0.011; number 5, O, carries -0.081; number 6, H, carries 0.079; number 7, H, carries 0.084; number 8, H, carries 0.083; number 9, O, carries -0.385; number 10, H, carries -0.043; number 11, O, carries -0.195; number 12, H, carries -0.111

***

Record 4
Below is 2 unconnected molecules or ions with the total composition C5H8N2O5 at a distorted geometry, with properties calculated with ωB97M-V/def2-TZVPD.

## Properties
electronic energy = -18525.3928 eV

Cartesian coordinates (Å):
C 0.177 0.662 0.124
C 2.822 -0.968 0.148
C -1.804 1.380 -1.394
C 1.917 -0.341 1.360
C -1.164 0.348 -0.496
N -2.371 0.231 1.133
N -1.546 -1.026 -0.551
O -0.766 -1.904 -0.809
O 0.823 1.572 -0.221
O -3.169 1.031 1.162
O -2.730 -1.245 -0.211
O 0.532 -0.295 1.019
H 3.734 -1.424 0.544
H 2.219 -1.907 -0.155
H 2.932 -0.277 -0.679
H -1.764 1.017 -2.377
H -2.888 1.429 -1.090
H -1.299 2.411 -1.339
H 2.388 0.494 1.748
H 1.958 -1.187 2.084

Quick look at the Löwdin charges, all values in e: number 1, C, carries -0.484; number 2, C, carries -0.041; number 3, C, carries -0.001; number 4, C, carries -0.174; number 5, C, carries -0.191; number 6, N, carries 0.128; number 7, N, carries -0.353; number 8, O, carries 0.125; number 9, O, carries 0.164; number 10, O, carries 0.110; number 11, O, carries 0.031; number 12, O, carries -0.020; number 13, H, carries 0.061; number 14, H, carries 0.096; number 15, H, carries 0.056; number 16, H, carries 0.067; number 17, H, carries 0.089; number 18, H, carries 0.127; number 19, H, carries 0.086; number 20, H, carries 0.126

***

Record 5
Below is a gas-phase ion, C3H7N4 (charge +1) at a distorted geometry, with properties calculated with ωB97M-V/def2-TZVPD.

## Properties
net charge = +1
electronic energy = -9173.9408 eV
SMILES = [H]/N=C/N=N\[NH+]=C\C

Cartesian coordinates (Å):
C 2.313 -0.826 0.270
C -0.833 0.234 -0.391
C -2.269 0.331 -0.060
N 2.271 0.510 0.087
N 1.386 1.346 -0.135
N -0.002 1.112 0.112
N 1.330 -1.470 -0.178
H 3.249 -1.206 0.681
H -0.556 -0.370 -1.193
H -2.753 -0.005 -0.930
H -2.570 1.341 0.254
H -2.543 -0.406 0.796
H -0.369 1.839 0.715
H 1.344 -2.430 -0.029

Quick look at the Löwdin charges, all values in e: number 1, C, carries -0.222; number 2, C, carries -0.032; number 3, C, carries -0.005; number 4, N, carries 0.071; number 5, N, carries 0.105; number 6, N, carries 0.091; number 7, N, carries 0.172; number 8, H, carries 0.139; number 9, H, carries 0.114; number 10, H, carries 0.075; number 11, H, carries 0.108; number 12, H, carries 0.156; number 13, H, carries 0.172; number 14, H, carries 0.057